A structure of composition C34H37N5O5S2SbV at a distorted geometry, computed with the ωB97M-V functional and the def2-TZVPD basis.

## Properties
Frontier orbital gap (alpha / beta) = 5.795 / 6.336 eV
Total energy = -107437.69039 eV
Spin multiplicity = 2
Charge = +1
HOMO (alpha / beta) = -9.687 / -9.680 eV
ΔE to the lowest compared entry with this formula, charge and spin = 18.8 kcal/mol

Last column: Mulliken charge in e.
CARTESIAN COORDINATES (ANGSTROEM)
1 C 1.220 -3.847 -0.630  -1.3298
2 C -0.708 -0.367 -3.162  0.5700
3 C -3.962 0.414 -2.677  -0.7963
4 N -2.485 -1.421 1.348  1.3008
5 C 3.753 4.040 -3.114  -0.6816
6 H 4.912 2.090 3.943  0.4109
7 C 3.927 1.661 2.092  -0.4685
8 H -4.327 0.719 -3.664  0.4615
9 C -4.051 0.975 4.125  -0.3868
10 C 2.095 3.124 1.516  -0.4880
11 O 0.337 -0.542 -3.735  -0.6693
12 C 4.398 -2.812 0.805  -0.7825
13 O -2.589 0.728 0.090  -0.1493
14 H 3.455 4.010 4.482  0.4057
15 H -1.052 1.678 -3.637  0.3472
16 H -3.865 0.263 6.154  0.3260
17 H -0.635 -4.903 1.979  0.4764
18 C -2.851 1.983 -0.220  0.4965
19 C 4.562 -1.117 -1.399  -0.4397
20 N -0.524 -2.295 -0.126  0.6770
21 H -4.115 2.045 4.326  0.4499
22 C -0.270 -4.286 1.172  -1.1908
23 H -1.705 -3.595 3.570  0.4676
24 H -5.535 0.547 5.648  0.3409
25 S 0.104 0.838 -0.041  0.1405
26 C -0.912 -3.074 0.898  0.7129
27 H 3.927 4.109 -5.249  0.4112
28 V -1.755 -0.570 -0.643  -0.0966
29 Sb 2.403 0.859 -0.471  1.9047
30 H -5.007 -1.467 -2.740  0.4990
31 N -2.618 0.944 -2.412  0.1988
32 H 3.487 3.681 -1.013  0.4089
33 H 4.636 -0.449 -2.249  0.4456
34 H -3.318 -1.571 -3.285  0.3041
35 H -3.238 -2.729 3.417  0.2233
36 H 4.129 5.044 -2.969  0.4229
37 O -3.567 -1.529 -1.265  -0.1879
38 C 5.402 -2.217 -1.301  -0.6242
39 H 0.837 -2.030 -1.663  0.7124
40 H -1.674 2.725 -1.816  0.3937
41 C 3.308 3.462 3.561  -0.5015
42 H -2.153 0.557 -4.452  0.4433
43 S -5.550 -0.420 0.674  -0.5099
44 H -3.423 2.903 -2.095  0.4830
45 C -1.665 0.788 -3.502  -0.9474
46 H 1.295 3.403 0.841  0.4380
47 H 1.665 4.686 2.908  0.4140
48 C -3.991 -1.107 -2.562  -0.7281
49 H -4.665 -0.877 5.062  0.2963
50 C 4.124 2.382 3.262  -0.6363
51 H 5.969 -3.926 -0.138  0.4154
52 C 2.902 1.991 -2.208  0.5856
53 C 5.316 -3.066 -0.205  -0.5759
54 H -3.013 0.725 3.918  0.1933
55 O -1.138 -1.091 -2.170  -0.3478
56 C -2.514 -3.337 2.884  -1.8110
57 C -1.998 -2.576 1.703  0.9475
58 H 4.334 -3.468 1.663  0.4590
59 O -3.168 2.840 0.545  -0.5822
60 H 6.127 -2.407 -2.082  0.4409
61 H 4.568 0.818 1.859  0.4254
62 H -5.733 1.079 2.830  0.2239
63 C 2.906 2.031 1.228  0.5170
64 C 3.638 -0.882 -0.391  0.2258
65 H 1.292 -5.626 0.583  0.4771
66 C -4.564 0.177 5.322  -1.1288
67 H 2.358 0.474 -3.638  0.5230
68 C 3.553 -1.717 0.716  -0.2533
69 H -4.639 0.817 -1.923  0.4630
70 H 2.833 -1.515 1.502  0.5084
71 H -4.264 -1.154 -0.591  -0.0553
72 C -4.423 -0.158 1.958  0.2531
73 C 0.531 -2.673 -0.849  -0.2428
74 C 0.798 -4.681 0.397  -0.5126
75 H -3.003 -4.257 2.559  0.3620
76 H 2.062 -4.105 -1.255  0.5429
77 N -4.809 0.694 2.918  -0.1392
78 C 3.389 3.278 -2.014  -0.5712
79 C 2.301 3.841 2.683  -0.8288
80 N -3.308 -0.826 2.171  -1.4017
81 H 3.032 1.823 -5.573  0.4501
82 C 3.138 2.233 -4.577  -0.7860
83 C 2.767 1.460 -3.485  -0.4511
84 C -2.643 2.233 -1.728  -0.7606
85 C 3.634 3.516 -4.393  -0.5335